DFT (ωB97M-V with the def2-TZVPD basis set) results for a molecular structure, C9H18O14PV in a non-equilibrium geometry.

Values from the calculation:
HOMO level (alpha / beta) in eV: -3.292 / -3.334
LUMO energy (alpha / beta) in hartree: 0.09219 / 0.09218
Relative energy (zero: lowest compared OMol25 entry of this formula, charge and spin) in kcal per mole: 0.0
Orbital gap (alpha / beta) in eV: 5.800 / 5.842

Geometry as ORCA input:
```
! RIJCOSX wB97M-V def2-TZVPD def2/J DEFGRID3
* xyz -1 2
O 1.966 1.251 1.358
V 1.214 -0.125 1.039
P 1.168 -2.331 2.168
O 0.051 -1.844 1.055
O 2.160 -2.349 0.945
O 0.786 -3.732 2.545
O 1.194 -0.979 2.920
C 1.523 -1.767 -2.345
O 2.458 -0.790 -2.806
C 3.011 -0.007 -1.871
O 2.760 -0.086 -0.705
O 3.833 0.905 -2.387
C 4.185 0.819 -3.754
H 1.679 -2.066 -1.300
H 1.684 -2.671 -2.934
H 0.485 -1.462 -2.461
H 4.646 -0.134 -4.022
H 4.849 1.636 -4.018
H 3.305 0.865 -4.401
C -2.222 -1.386 -0.647
O -2.357 -0.165 -1.415
C -1.288 0.599 -1.406
O -0.299 0.449 -0.733
O -1.471 1.630 -2.232
C -0.335 2.504 -2.368
H -1.574 -2.068 -1.193
H -3.184 -1.889 -0.570
H -1.813 -1.188 0.339
H -0.787 3.304 -2.946
H 0.515 2.016 -2.844
H 0.015 2.842 -1.393
C -4.107 1.178 2.281
O -2.824 1.096 1.698
C -1.747 0.853 2.452
O -0.642 1.024 2.017
O -2.079 0.415 3.656
C -1.030 0.102 4.580
H -4.507 0.167 2.406
H -4.789 1.669 1.590
H -4.146 1.678 3.246
H -0.229 0.828 4.470
H -0.635 -0.889 4.389
H -1.421 0.100 5.596
*
```

=====

DFT (ωB97M-V with the def2-TZVPD basis set) results for C9H19BN2O4 in the gas phase in a non-equilibrium geometry.

Values from the calculation:
HOMO level in eV: -8.908
LUMO energy in hartree: 0.00904
Relative energy (zero: lowest compared OMol25 entry of this formula, charge and spin) in kcal per mole: 26.8
Orbital gap in eV: 9.154

Geometry as ORCA input:
```
! RIJCOSX wB97M-V def2-TZVPD def2/J DEFGRID3
* xyz 0 1
N -2.306 -2.417 -1.413
C -1.527 -1.249 -1.024
C -0.421 -1.594 0.018
C 0.759 -0.638 -0.210
C 0.610 0.665 0.646
C 1.077 0.396 2.069
C 0.727 1.676 2.882
B -0.857 1.627 2.833
O -1.421 0.436 3.200
O -1.446 2.828 2.574
C 0.703 -0.355 -1.784
N 1.609 -1.335 -2.418
C 1.057 1.084 -2.147
O 0.240 2.001 -2.026
O 2.336 1.195 -2.645
C -0.732 -0.653 -2.258
H -1.738 -3.199 -1.578
H -3.055 -2.690 -0.791
H -2.094 -0.421 -0.570
H -0.806 -1.461 1.003
H -0.129 -2.637 -0.075
H 1.686 -1.276 0.099
H 1.249 1.473 0.189
H -0.422 1.109 0.724
H 2.138 0.098 2.071
H 0.499 -0.380 2.460
H 1.098 1.567 3.895
H 1.164 2.572 2.503
H -2.376 0.114 3.275
H -2.363 2.924 2.244
H 1.507 -1.492 -3.381
H 2.495 -1.004 -2.057
H 2.477 2.198 -2.719
H -0.557 -1.430 -3.032
H -1.182 0.269 -2.555
*
```

=====

DFT (ωB97M-V with the def2-TZVPD basis set) results for 2 unconnected molecules or ions with the total composition C9H19BrN2OP.

Values from the calculation:
HOMO level in eV: -2.157
LUMO energy in hartree: 0.09574
Orbital gap in eV: 4.762

Geometry as ORCA input:
```
! RIJCOSX wB97M-V def2-TZVPD def2/J DEFGRID3
* xyz -1 1
C -1.230 -2.121 1.578
C -0.609 -1.154 0.562
C -0.563 0.309 1.036
C 0.842 0.939 1.086
N 1.911 -0.005 1.368
C 2.128 -0.151 2.846
P 3.141 -1.558 3.079
O 2.367 -2.945 2.453
Br 2.825 -1.854 5.344
H -1.929 -1.602 2.230
H -0.461 -2.595 2.180
H -1.781 -2.920 1.080
H -1.228 -1.200 -0.340
H 0.383 -1.494 0.279
H -1.157 0.913 0.351
H -1.060 0.378 2.003
H 1.059 1.416 0.125
H 0.828 1.730 1.848
H 2.754 0.416 1.005
H 1.164 -0.247 3.354
H 1.586 -3.158 2.970
C -1.144 0.066 -3.355
C -0.724 1.453 -3.830
C -0.383 2.392 -2.669
C -1.530 2.584 -1.785
N -2.427 2.667 -1.078
H -2.049 0.113 -2.749
H -1.348 -0.585 -4.205
H -0.361 -0.398 -2.753
H -1.521 1.895 -4.431
H 0.153 1.370 -4.474
H -0.065 3.368 -3.036
H 0.432 1.977 -2.073
*
```

=====

DFT (ωB97M-V with the def2-TZVPD basis set) results for 2 unconnected molecules or ions with the total composition C9H19BrNO in a non-equilibrium geometry.

Values from the calculation:
HOMO level in eV: -12.724
LUMO energy in hartree: -0.15242
Relative energy (zero: lowest compared OMol25 entry of this formula, charge and spin) in kcal per mole: 0.0
Orbital gap in eV: 8.577

Geometry as ORCA input:
```
! RIJCOSX wB97M-V def2-TZVPD def2/J DEFGRID3
* xyz 1 1
Br -2.959 -0.482 -3.972
C -1.755 -1.361 -2.713
C -2.463 -1.575 -1.390
C -1.502 -2.084 -0.302
C -0.732 -0.941 0.361
C 0.759 -1.099 0.767
C 0.714 -1.061 2.302
C -0.540 -0.359 2.592
N -1.331 -0.382 1.588
H -1.473 -2.297 -3.183
H -0.894 -0.703 -2.639
H -3.283 -2.274 -1.526
H -2.906 -0.625 -1.080
H -0.789 -2.786 -0.728
H -2.099 -2.633 0.428
H -0.772 -0.121 -0.362
H 1.267 -1.965 0.362
H 1.253 -0.193 0.429
H 1.604 -0.790 2.857
H 0.501 -2.087 2.656
H -0.806 0.084 3.542
H -2.273 -0.016 1.605
C 2.995 3.127 -0.678
C 1.609 2.742 -0.208
O 1.646 1.962 0.998
H 3.603 2.238 -0.848
H 2.945 3.698 -1.605
H 3.501 3.739 0.071
H 1.110 2.120 -0.952
H 0.994 3.632 -0.047
H 2.075 2.494 1.674
*
```

=====

DFT (ωB97M-V with the def2-TZVPD basis set) results for a molecular structure, C9H19F2N2O5RbS2 in a non-equilibrium geometry.

Values from the calculation:
HOMO level in eV: -8.167
LUMO energy in hartree: -0.09324
Relative energy (zero: lowest compared OMol25 entry of this formula, charge and spin) in kcal per mole: 88.8
Orbital gap in eV: 5.629

Geometry as ORCA input:
```
! RIJCOSX wB97M-V def2-TZVPD def2/J DEFGRID3
* xyz 0 1
Rb -4.740 -0.838 -2.820
N -6.159 2.878 4.402
S -5.441 1.896 5.360
O -4.616 0.847 4.901
O -6.002 1.615 6.660
F -4.186 2.868 5.802
S -6.718 1.658 3.412
O -7.626 0.683 4.071
O -5.822 1.254 2.329
F -7.783 2.617 2.729
C 1.120 -0.300 -3.811
C 1.994 -0.588 -2.592
C 2.733 0.768 -2.414
C 3.396 0.859 -0.996
C 2.334 0.746 0.110
C 1.513 -0.612 0.035
N 1.132 -0.918 -1.387
O 0.319 -1.895 -1.662
C 2.214 -1.820 0.701
C 0.281 -0.363 0.955
C 3.029 -1.671 -2.843
H 0.597 -1.182 -4.181
H 0.360 0.473 -3.691
H 1.732 -0.172 -4.704
H 3.544 0.892 -3.132
H 2.119 1.651 -2.593
H 4.242 0.199 -0.802
H 3.780 1.856 -0.779
H 1.671 1.596 -0.053
H 2.718 0.827 1.127
H 2.693 -1.596 1.654
H 3.077 -2.021 0.066
H 1.607 -2.707 0.877
H 0.575 0.095 1.899
H -0.176 -1.336 1.133
H -0.529 0.178 0.465
H 3.650 -1.830 -1.961
H 2.626 -2.637 -3.146
H 3.769 -1.385 -3.590
H 0.972 -2.586 -1.530
*
```

=====

DFT (ωB97M-V with the def2-TZVPD basis set) results for a molecular structure, C9H19N3O3S in a non-equilibrium geometry.

Values from the calculation:
HOMO level in eV: -8.995
LUMO energy in hartree: 0.01573
Relative energy (zero: lowest compared OMol25 entry of this formula, charge and spin) in kcal per mole: 361.3
Orbital gap in eV: 9.423

Geometry as ORCA input:
```
! RIJCOSX wB97M-V def2-TZVPD def2/J DEFGRID3
* xyz 0 1
C 4.157 1.644 -0.734
C 4.250 0.585 0.285
C 2.889 0.552 0.933
N 1.794 -0.100 0.022
C 0.912 -1.219 0.310
O 1.006 -1.764 1.538
N -0.218 -1.514 -0.245
C -0.579 -0.605 -1.691
H -0.195 -1.039 -2.583
H -0.186 0.367 -1.501
C -2.151 -0.392 -1.614
N -2.740 -0.318 -0.403
S -2.206 0.906 0.238
O -1.081 1.111 1.274
O -2.172 2.009 -0.860
C -3.785 1.397 1.445
H -3.565 2.244 1.825
H -4.587 1.361 0.715
H -3.709 0.773 2.015
C -2.374 -1.489 0.700
H -2.180 -1.132 1.481
C -1.235 -2.221 0.244
H -1.394 -2.902 -0.652
H -0.723 -2.815 1.086
H -3.228 -2.014 0.393
H -2.335 0.281 -2.241
H -2.498 -1.694 -2.056
H 1.486 0.722 -0.714
H 2.706 -0.279 1.905
H 2.439 1.396 1.418
H 4.396 -0.264 -0.172
H 4.794 0.844 0.926
H 5.143 1.807 -1.194
H 3.746 2.477 -0.458
H 3.423 1.283 -1.635
*
```

=====

DFT (ωB97M-V with the def2-TZVPD basis set) results for C9H19N3O3S in the gas phase in a non-equilibrium geometry.

Values from the calculation:
HOMO level in eV: -8.876
LUMO energy in hartree: 0.01517
Relative energy (zero: lowest compared OMol25 entry of this formula, charge and spin) in kcal per mole: 29.0
Orbital gap in eV: 9.289

Geometry as ORCA input:
```
! RIJCOSX wB97M-V def2-TZVPD def2/J DEFGRID3
* xyz 0 1
N 2.598 3.250 -1.145
C 1.862 3.781 -0.026
C 1.782 2.702 1.055
C 1.177 1.366 0.566
C 1.074 0.288 1.694
C -0.210 -0.481 1.559
N -0.356 -1.094 0.269
C -1.150 -2.205 -0.077
O -2.059 -2.494 0.664
C -1.030 -2.866 -1.411
N -1.250 -4.300 -1.400
C -1.887 -2.172 -2.568
S -1.275 -0.562 -3.006
C -1.367 0.431 1.997
O -1.168 1.518 2.527
O -2.624 -0.013 1.863
H 2.171 2.496 -1.596
H 3.565 3.199 -1.006
H 2.268 4.641 0.389
H 0.817 3.988 -0.294
H 1.181 3.017 1.926
H 2.738 2.472 1.487
H 0.140 1.700 0.076
H 1.830 0.837 -0.261
H 1.930 -0.399 1.654
H 1.000 0.893 2.589
H -0.244 -1.336 2.328
H 0.361 -0.864 -0.347
H -0.018 -2.716 -1.643
H -0.516 -4.730 -0.870
H -2.089 -4.494 -0.921
H -1.800 -2.847 -3.405
H -2.944 -2.221 -2.290
H -1.815 0.190 -1.934
H -2.691 -0.975 1.554
*
```

=====

DFT (ωB97M-V with the def2-TZVPD basis set) results for a molecular structure, C9H19N3O9Pb in a non-equilibrium geometry.

Values from the calculation:
HOMO level in eV: 1.291
LUMO energy in hartree: 0.14512
Relative energy (zero: lowest compared OMol25 entry of this formula, charge and spin) in kcal per mole: 189.4
Orbital gap in eV: 2.658

Geometry as ORCA input:
```
! RIJCOSX wB97M-V def2-TZVPD def2/J DEFGRID3
* xyz -2 1
Pb 0.379 0.848 0.625
C 3.589 1.734 2.803
O 2.526 1.646 3.388
O 3.704 1.402 1.597
O 4.496 2.372 3.317
C 0.567 4.729 0.293
O 0.959 4.049 -0.657
O -0.325 4.257 1.013
O 1.247 5.711 0.708
C 1.696 -2.831 0.751
O 0.373 -2.215 0.683
C -0.397 -2.693 1.815
C -1.930 -2.196 1.830
N -1.812 -0.767 2.218
C -3.026 -0.054 1.907
C -3.402 0.029 0.456
O -2.238 0.203 -0.373
C -2.589 0.266 -1.699
H 2.143 -2.843 -0.243
H 1.724 -3.889 1.009
H 2.276 -2.220 1.443
H 0.043 -2.634 2.811
H -0.531 -3.754 1.601
H -2.477 -2.843 2.515
H -2.343 -2.260 0.823
H -1.799 -0.631 3.219
H -2.920 0.952 2.313
H -3.924 -0.383 2.430
H -3.976 0.951 0.371
H -4.029 -0.770 0.060
H -1.699 0.652 -2.195
H -3.289 1.056 -1.972
H -3.028 -0.616 -2.166
C 2.235 0.162 -3.670
O 1.455 -0.162 -2.788
N 2.846 1.329 -3.652
N 2.430 -0.491 -4.735
H 2.460 2.039 -3.047
H 3.510 1.377 -4.412
H 3.131 -0.174 -5.390
H 1.949 -1.339 -5.000
*
```

=====

Calculated total energy in eV, matching the order above: -73269.9999 -21490.0342 -94000.3281 -83214.6027 -50614.1768 -31074.7533 -31089.1630 -37778.6517